# 1
C36H47As4P2S6Tc as an isolated structure. Source: the OMol25 dataset; level of theory: ωB97M-V with the def2-TZVPD basis set.

Atoms and positions in Å:
Tc 0.36715 1.50498 -0.26314
S 0.82514 -0.92442 -0.80990
P 2.55609 -0.32095 0.08940
C 2.26135 1.15207 0.87618
P 1.47500 1.26350 2.36983
S -0.53391 0.97754 2.06088
C 2.08272 0.17312 3.69653
C 3.18590 0.56169 4.45342
C 3.70279 -0.28703 5.42030
C 3.12099 -1.52851 5.63713
C 2.02339 -1.92060 4.88440
C 1.50634 -1.07185 3.91801
C 1.72370 2.90334 3.08794
C 1.03498 3.27614 4.23796
C 1.24287 4.52879 4.78993
C 2.13409 5.41162 4.18810
C 2.81315 5.04146 3.03750
C 2.61366 3.78288 2.48637
C 3.22334 -1.68346 1.09737
C 4.38811 -1.47090 1.83175
C 4.91857 -2.49031 2.60247
C 4.29906 -3.73461 2.63437
C 3.14374 -3.95189 1.90071
C 2.60246 -2.92483 1.13759
C 3.84212 -0.10165 -1.16219
C 4.24911 -1.17860 -1.94530
C 5.21647 -0.99719 -2.91819
C 5.77191 0.26376 -3.11616
C 5.36059 1.33612 -2.34088
C 4.39726 1.15552 -1.35662
H 3.63565 1.53409 4.29168
H 4.55814 0.02410 6.00724
H 3.52574 -2.19237 6.39145
H 1.57210 -2.89174 5.04494
H 0.64750 -1.37117 3.33102
H 0.32465 2.59261 4.69056
H 0.70320 4.82368 5.68149
H 2.28701 6.39623 4.61334
H 3.48147 5.73516 2.54364
H 3.11055 3.49715 1.56640
H 4.87470 -0.50219 1.79880
H 5.81584 -2.31567 3.18295
H 4.71783 -4.53116 3.23739
H 2.65841 -4.92009 1.92399
H 1.69032 -3.07897 0.57343
H 3.80215 -2.15673 -1.80191
H 5.53252 -1.83310 -3.53012
H 6.52037 0.40731 -3.88620
H 5.76537 2.32660 -2.50552
H 4.05105 1.99576 -0.76589
C -3.62466 -3.42496 -0.49154
As -2.50182 -1.85294 -0.10102
C -1.54232 -2.67499 1.38860
C -3.77017 -0.80799 0.99869
C -4.49459 0.33712 0.27464
C -5.51282 0.94927 1.24791
C -3.54701 1.51247 -0.06310
As -2.00558 1.56062 -1.30645
C -2.32253 0.49070 -2.89934
C -2.38713 3.29863 -2.06720
C -5.18147 -0.13293 -1.01547
As -6.78992 -1.29360 -1.14278
C -8.17867 0.02434 -0.69589
C -6.93012 -2.33746 0.51809
H -4.04236 -3.85213 0.42133
H -2.99860 -4.17648 -0.97402
H -4.43188 -3.17247 -1.17950
H -2.23906 -3.07010 2.13013
H -0.90828 -1.91225 1.83435
H -0.91547 -3.48132 1.00744
H -3.17316 -0.38832 1.81351
H -4.49016 -1.49600 1.45014
H -4.99425 1.36496 2.11452
H -6.22349 0.20845 1.61051
H -6.07245 1.75768 0.77107
H -3.09301 1.86742 0.86836
H -4.17210 2.33351 -0.42599
H -3.30962 0.69446 -3.31292
H -2.19835 -0.56783 -2.69251
H -1.55783 0.81107 -3.60803
H -3.33023 3.24231 -2.61414
H -1.57237 3.60475 -2.72196
H -2.45097 4.02843 -1.26278
H -4.44307 -0.61971 -1.65577
H -5.51165 0.74947 -1.57784
H -8.15713 0.82625 -1.43363
H -8.04967 0.44716 0.29850
H -9.15020 -0.46654 -0.75400
H -6.15962 -3.10360 0.54951
H -7.90042 -2.83439 0.47110
H -6.88794 -1.74015 1.42579
S 3.41146 4.69632 -1.01856
As 1.45113 4.27712 -1.61682
S 1.25833 2.12822 -2.31207
S 0.18089 3.77593 0.19072
S 0.41754 5.53969 -2.91816

Computed properties:
energy: -367242.8406 eV
LUMO level (spin up / spin down): 2.22 / 1.79 eV
net charge: -1
spin multiplicity: 4
energy above the lowest of the compared OMol25 structures with the same formula, charge and spin: 21.75 kJ/mol

# 2
C36H47CeN3O5P2S2Si2 as an isolated structure at a distorted geometry. Source: the OMol25 dataset; level of theory: ωB97M-V with the def2-TZVPD basis set.

Atoms and positions in Å:
Ce 1.01422 -0.98540 -0.82885
C 2.87089 1.63299 -2.76437
Si 2.02579 2.73835 -1.51922
C 1.22150 4.13364 -2.52403
C 3.16403 3.17073 -0.11313
N 0.79260 1.61220 -0.96079
P -0.41293 1.73350 0.11109
C -0.84394 0.18971 0.56102
P -1.94152 -0.96214 0.06162
N -1.13557 -2.11690 -0.75888
Si -1.59419 -3.82959 -0.94905
C -1.44023 -4.54507 0.81292
C -3.42800 -4.12283 -1.51184
C -0.43934 -4.60613 -2.13217
C -3.05236 -1.63410 1.36991
C -2.48339 -1.81279 2.61827
C -3.13464 -2.47604 3.64022
C -4.44183 -2.91142 3.39536
C -5.09722 -2.70724 2.18980
C -4.33710 -2.10766 1.18324
C -3.19665 -0.32467 -1.10297
C -4.31307 0.39515 -0.63556
C -5.19821 0.83646 -1.58400
C -5.04364 0.53393 -2.94614
C -4.03535 -0.27577 -3.35259
C -3.09832 -0.70832 -2.43073
C -1.75498 2.85164 -0.49847
C -2.58558 3.59299 0.34920
C -3.59631 4.35291 -0.16988
C -3.89048 4.33827 -1.54989
C -3.02793 3.70122 -2.42329
C -2.00113 2.97217 -1.88021
C 0.11950 2.68002 1.55884
C 0.27142 4.07892 1.50701
C 0.70121 4.81556 2.60580
C 0.96360 4.17162 3.82008
C 0.76419 2.78889 3.92633
C 0.33453 2.06662 2.80239
H 3.95582 1.83550 -2.81417
H 2.45127 1.57016 -3.75696
H 2.90411 0.60114 -2.44072
H 1.92229 4.78491 -2.95803
H 0.44899 4.68984 -1.94937
H 0.78397 3.57238 -3.42230
H 4.12951 3.48870 -0.48152
H 3.32399 2.20157 0.36578
H 2.79339 3.93748 0.56189
H -2.35331 -4.78861 1.36697
H -0.78987 -3.92159 1.44405
H -0.88945 -5.48155 0.74647
H -4.19477 -3.60032 -0.90646
H -3.50721 -5.19248 -1.37677
H -3.59713 -3.85084 -2.53079
H 0.50087 -4.84941 -1.60270
H -0.05460 -3.93754 -2.94645
H -0.67733 -5.56150 -2.56985
H -1.43517 -1.43493 2.73319
H -2.62576 -2.57479 4.59003
H -4.97356 -3.44730 4.18488
H -6.08507 -3.05572 2.01843
H -4.75033 -2.02756 0.19114
H -4.47209 0.65164 0.43610
H -6.06017 1.45404 -1.20123
H -5.85096 0.91498 -3.59707
H -4.01527 -0.73742 -4.35885
H -2.38165 -1.46427 -2.71404
H -2.38233 3.49781 1.42869
H -4.13318 5.04038 0.46857
H -4.65399 4.97350 -1.97281
H -3.14587 3.81543 -3.47420
H -1.32639 2.42772 -2.55884
H 0.05702 4.54380 0.54799
H 0.85372 5.92277 2.57542
H 1.18553 4.71493 4.73373
H 0.92861 2.25913 4.85698
H 0.04232 0.99444 2.88238
O 3.45809 -1.86862 2.45855
C 3.49991 -1.11343 1.37838
O 2.60030 -0.35442 1.10122
C 4.81559 -1.12766 0.61937
N 5.63549 -2.22693 1.16211
C 6.98892 -1.78415 1.47452
C 6.73160 -0.33429 1.85522
C 5.67565 0.17115 0.86851
H 4.56408 -1.34723 -0.44468
H 5.57894 -3.07153 0.59723
H 4.32618 -2.32693 2.41266
H 7.68308 -1.80007 0.62715
H 7.35069 -2.46022 2.29613
H 7.70548 0.22779 1.83926
H 6.32278 -0.21971 2.87394
H 6.08939 0.45953 -0.10110
H 5.12103 0.96198 1.42223
O 2.44596 -3.00470 -0.45372
S 3.13807 -3.52444 -1.70259
O 2.70369 -4.87409 -2.02344
O 4.57967 -3.29321 -1.55909
S 2.33990 -2.31673 -3.07853

Computed properties:
energy: -121743.8966 eV
LUMO level (spin up / spin down): 2.40 / 2.40 eV
net charge: -1
spin multiplicity: 2